# 1
DFT (wB97M-V/def2-TZVPD) results for a 10-piece molecular cluster, C33H53NO29P overall at a distorted geometry.

Geometry as XYZ:
```
117
Properties=species:S:1:pos:R:3:forces:R:3
C -0.697 -2.797 -2.163 -0.04 0.11 -0.20
O -0.484 -1.450 -2.523 -0.11 -0.02 0.28
C -0.733 -1.234 -3.897 -0.17 -0.01 -0.04
C -2.214 -1.097 -4.184 0.15 -0.15 0.78
C -2.908 -0.081 -3.304 -0.02 -0.07 -0.35
C -4.410 -0.011 -3.569 0.43 0.23 0.12
C -5.221 -0.751 -2.546 0.28 -0.07 -0.16
N -5.191 -2.273 -2.694 -0.56 0.12 0.35
P -5.609 -2.942 -4.326 -0.81 -0.44 0.53
O -4.569 -2.791 -5.294 1.39 0.27 -1.34
H 0.112 -3.429 -2.501 0.37 -0.24 -0.21
H -0.774 -2.898 -1.098 0.01 0.18 0.47
H -1.609 -3.187 -2.614 -0.30 -0.19 -0.05
H -0.207 -0.341 -4.186 0.27 0.36 -0.05
H -0.354 -2.059 -4.488 0.33 -0.15 -0.21
H -2.653 -2.067 -3.976 -0.24 -0.29 -0.36
H -2.377 -0.853 -5.220 -0.04 -0.11 -0.52
H -2.468 0.892 -3.461 0.17 0.39 -0.05
H -2.731 -0.331 -2.266 0.16 0.00 0.43
H -4.634 -0.305 -4.585 -0.18 -0.13 -0.33
H -4.731 1.015 -3.477 -0.24 0.44 0.01
H -6.245 -0.422 -2.530 -0.60 -0.28 -0.15
H -4.796 -0.546 -1.580 0.07 -0.06 0.57
H -5.886 -2.649 -2.042 0.07 -0.08 0.14
H -4.291 -2.649 -2.377 0.20 0.08 -0.23
H -6.805 -2.272 -4.560 -0.28 0.13 0.28
H -5.902 -4.248 -3.947 -0.25 -0.12 0.28
C -0.561 -4.403 3.330 0.18 0.07 0.14
C -0.411 -3.071 2.623 0.18 -0.09 0.06
O -0.399 -3.470 1.237 -0.08 0.03 0.14
C -1.023 -4.667 1.137 0.17 -0.11 0.01
O -1.309 -5.187 0.101 -0.10 0.13 -0.03
O -1.265 -5.189 2.349 -0.05 0.07 0.08
H -1.131 -4.336 4.252 -0.18 -0.11 -0.09
H 0.399 -4.875 3.531 0.04 0.02 -0.04
H -1.255 -2.406 2.787 -0.16 0.06 -0.02
H 0.508 -2.551 2.877 0.10 -0.08 -0.16
C -6.514 1.783 1.511 0.05 0.08 -0.06
C -5.427 2.341 0.606 -0.18 0.10 0.05
O -4.251 2.164 1.403 -0.10 -0.02 -0.18
C -4.482 1.174 2.295 0.11 -0.01 0.16
O -3.651 0.687 2.989 -0.01 -0.05 0.02
O -5.786 0.820 2.288 -0.13 -0.01 -0.09
H -7.326 1.301 0.977 0.03 -0.14 0.04
H -6.925 2.538 2.181 0.03 0.04 0.02
H -5.311 1.771 -0.319 -0.01 -0.03 0.00
H -5.572 3.390 0.363 0.15 0.06 0.06
C 2.995 -6.129 0.781 0.06 -0.06 -0.07
C 4.460 -5.787 0.979 -0.19 -0.04 0.01
O 4.385 -4.752 1.978 0.08 -0.03 -0.09
C 3.237 -4.891 2.658 0.05 -0.11 -0.12
O 2.953 -4.293 3.646 -0.19 0.12 0.13
O 2.433 -5.809 2.066 0.01 0.06 -0.12
H 2.826 -7.176 0.549 -0.06 -0.05 0.14
H 2.510 -5.510 0.024 0.01 0.05 0.02
H 5.035 -6.621 1.373 0.03 -0.01 0.04
H 4.949 -5.414 0.087 0.03 0.15 0.04
C -2.841 5.940 0.714 -0.02 0.03 0.09
C -3.249 5.400 2.067 -0.08 -0.21 -0.03
O -4.316 6.291 2.441 0.08 -0.02 -0.03
C -4.842 6.827 1.316 0.03 -0.07 0.01
O -5.848 7.457 1.268 0.00 -0.02 0.00
O -4.072 6.523 0.243 0.09 -0.07 -0.04
H -2.502 5.172 0.024 -0.13 -0.01 -0.09
H -2.082 6.715 0.789 0.00 0.06 0.05
H -3.653 4.390 2.000 -0.04 0.00 -0.03
H -2.449 5.426 2.795 -0.14 0.10 0.03
C 2.836 1.272 -5.341 0.05 -0.01 -0.07
C 3.691 0.877 -6.532 -0.04 0.11 0.03
O 3.309 -0.488 -6.738 0.05 0.03 -0.02
C 2.074 -0.672 -6.225 0.11 0.02 -0.02
O 1.416 -1.649 -6.389 -0.10 -0.02 0.03
O 1.692 0.405 -5.504 0.15 0.13 0.02
H 2.522 2.311 -5.359 -0.16 -0.03 -0.04
H 3.333 1.065 -4.395 -0.17 -0.11 -0.05
H 3.453 1.443 -7.434 -0.03 0.01 0.00
H 4.758 0.942 -6.337 0.02 -0.16 0.03
C -0.761 7.640 6.255 0.02 0.12 -0.04
C -0.783 8.952 5.488 -0.03 -0.09 0.10
O -0.446 8.524 4.157 0.01 0.12 0.06
C -0.768 7.226 4.034 0.00 -0.05 -0.09
O -0.776 6.620 3.005 0.24 0.21 0.13
O -1.093 6.692 5.226 0.01 -0.02 0.14
H -1.487 7.589 7.060 -0.11 -0.09 -0.07
H 0.228 7.398 6.644 0.03 0.00 -0.03
H -1.773 9.408 5.465 -0.04 -0.03 -0.01
H -0.060 9.679 5.842 0.11 -0.02 -0.12
C 9.119 -4.919 0.336 0.09 -0.06 -0.06
C 9.785 -5.758 -0.743 -0.03 0.11 0.06
O 9.019 -6.968 -0.697 0.04 0.02 -0.03
C 7.806 -6.692 -0.174 0.08 0.00 0.03
O 6.886 -7.444 -0.150 0.01 0.01 -0.05
O 7.780 -5.434 0.326 0.01 0.05 0.01
H 9.113 -3.855 0.123 -0.14 0.01 -0.05
H 9.550 -5.087 1.323 0.01 -0.04 0.01
H 9.684 -5.319 -1.736 -0.03 0.02 -0.01
H 10.832 -5.970 -0.548 -0.01 -0.15 0.05
C -4.021 1.475 6.422 0.06 -0.08 -0.06
C -3.418 0.081 6.386 -0.06 0.03 -0.14
O -2.511 0.116 7.490 -0.03 0.03 0.05
C -2.929 1.066 8.365 -0.05 -0.02 -0.17
O -2.490 1.229 9.453 0.02 0.00 0.03
O -3.923 1.807 7.809 0.01 0.01 0.00
H -5.057 1.510 6.097 -0.06 0.01 0.14
H -3.437 2.193 5.844 0.04 -0.01 -0.01
H -4.161 -0.699 6.564 -0.02 0.03 0.02
H -2.888 -0.128 5.462 0.12 0.01 0.06
C 7.955 3.158 -3.578 0.05 -0.11 -0.03
C 8.090 1.831 -4.306 -0.01 0.12 0.04
O 6.945 1.110 -3.825 0.09 -0.02 -0.08
C 6.020 2.001 -3.410 -0.04 0.01 0.06
O 4.899 1.726 -3.115 0.19 0.05 0.00
O 6.535 3.246 -3.383 0.09 0.07 0.00
H 8.309 4.010 -4.150 -0.14 0.06 -0.05
H 8.440 3.153 -2.602 0.00 -0.04 0.02
H 8.007 1.937 -5.388 -0.02 0.02 -0.02
H 9.001 1.291 -4.069 -0.06 -0.10 0.10
```
Forces are in eV/Å.

Results
- F_max (eV/Å) = 1.95
- multiplicity = 1
- highest occupied orbital energy (eV) = -11.55
- total charge = +1
- Kohn-Sham gap (eV) = 8.19

# 2
DFT (wB97M-V/def2-TZVPD) results for a 2-piece molecular cluster, C2H6NOS overall at a distorted geometry.

Geometry as XYZ:
```
11
Properties=species:S:1:pos:R:3:forces:R:3
C 0.870 -2.063 0.925 1.63 -0.81 -1.24
S 0.776 -0.355 1.581 0.15 -0.44 -0.17
H 0.168 -2.306 0.082 -0.10 0.19 1.09
H 0.752 -2.715 1.816 -0.05 -0.17 -0.98
H 1.880 -2.367 0.350 -1.55 0.78 1.59
C -0.969 2.244 -0.616 2.38 0.20 0.67
N -0.168 1.085 -0.994 -1.58 1.30 -2.15
O -2.162 2.276 -0.576 -0.70 0.06 -0.30
H -0.382 3.279 -0.442 -0.69 -2.29 -0.16
H 0.001 0.254 -0.407 0.41 1.00 1.61
H -0.766 0.668 -1.719 0.08 0.17 0.04
```
Forces are in eV/Å.

Results
- energy above the lowest of the compared OMol25 structures with the same formula, charge and spin (kcal per mole) = 55.9
- F_max (eV/Å) = 2.96
- multiplicity = 1
- highest occupied orbital energy (eV) = -2.52
- total charge = -1
- Kohn-Sham gap (eV) = 6.62

# 3
DFT (wB97M-V/def2-TZVPD) results for C31H30N3O2P2RhSe4 as an isolated structure at a distorted geometry.

Geometry as XYZ:
```
73
Properties=species:S:1:pos:R:3:forces:R:3
Rh -3.009 -1.262 0.116 0.81 -1.04 2.16
Se 4.200 -2.261 -0.409 -0.08 0.06 -0.05
P 3.046 -0.585 0.113 0.15 -0.15 0.14
C 3.449 0.041 1.771 0.11 0.04 -0.01
C 4.788 0.332 2.052 -0.12 -0.01 0.10
C 5.153 0.769 3.316 -0.01 -0.03 -0.06
C 4.191 0.890 4.315 0.07 0.03 -0.02
C 2.870 0.568 4.049 -0.03 0.04 -0.01
C 2.496 0.148 2.777 -0.04 0.11 -0.01
C 3.378 0.769 -1.052 -0.12 0.07 0.02
C 3.881 2.006 -0.654 0.10 -0.08 -0.10
C 4.269 2.942 -1.606 -0.01 -0.02 0.05
C 4.172 2.640 -2.955 -0.02 0.05 -0.02
C 3.678 1.404 -3.356 -0.11 0.00 -0.09
C 3.279 0.473 -2.412 -0.03 0.09 -0.02
C 1.264 -0.932 0.249 -0.42 -0.12 0.09
C -0.006 -0.350 0.090 0.04 -0.18 0.37
N -0.888 -1.243 0.627 0.11 0.57 -1.20
N -0.223 -2.300 1.054 -0.01 0.25 -0.05
N 1.054 -2.132 0.849 0.01 0.02 -0.03
P -0.735 1.252 -0.278 0.69 -0.01 -0.07
Se -2.903 1.210 -0.196 -0.57 -1.03 0.06
C -0.045 2.400 0.935 -0.08 -0.03 -0.01
C 1.197 2.994 0.720 -0.13 0.01 -0.07
C 1.762 3.787 1.706 0.01 -0.06 0.03
C 1.094 3.980 2.909 0.01 -0.02 0.01
C -0.137 3.378 3.129 -0.04 -0.01 -0.01
C -0.713 2.587 2.143 0.06 0.05 0.04
C -0.357 1.818 -1.942 0.11 0.12 0.05
C -0.228 3.181 -2.215 -0.01 -0.16 -0.09
C -0.204 3.614 -3.534 0.00 -0.01 0.07
C -0.337 2.698 -4.568 0.05 0.05 -0.03
C -0.481 1.344 -4.292 0.08 -0.10 -0.07
C -0.488 0.900 -2.981 0.06 -0.07 0.01
H 5.535 0.187 1.280 0.01 0.02 0.01
H 6.193 0.993 3.530 -0.08 0.00 -0.02
H 4.479 1.229 5.304 -0.01 -0.05 -0.05
H 2.125 0.640 4.831 0.01 0.00 -0.03
H 1.462 -0.106 2.577 0.04 0.03 0.04
H 3.986 2.236 0.398 -0.02 -0.01 0.00
H 4.659 3.903 -1.288 0.00 -0.06 -0.02
H 4.489 3.365 -3.697 -0.02 -0.06 0.05
H 3.615 1.163 -4.411 -0.02 0.01 0.07
H 2.927 -0.505 -2.718 0.03 0.00 -0.02
H 1.715 2.836 -0.217 -0.06 0.06 0.08
H 2.730 4.244 1.542 -0.02 0.01 -0.01
H 1.538 4.602 3.677 -0.02 -0.03 -0.01
H -0.656 3.526 4.069 0.03 -0.01 -0.06
H -1.677 2.121 2.305 0.01 0.01 0.01
H -0.171 3.895 -1.404 0.02 0.04 -0.02
H -0.101 4.670 -3.752 0.00 -0.05 0.01
H -0.332 3.042 -5.596 -0.01 -0.03 0.07
H -0.592 0.632 -5.102 0.01 0.05 0.07
H -0.622 -0.154 -2.759 0.01 0.01 -0.03
O -2.708 -3.351 0.920 -0.56 0.65 -0.42
C -3.812 -4.197 1.235 -0.14 0.01 0.01
C -4.770 -4.223 0.044 -0.04 -0.04 -0.20
C -5.516 -5.569 0.120 -0.09 0.01 -0.11
O -6.463 -5.769 -0.919 0.26 -0.03 0.10
C -5.814 -3.098 0.083 -0.07 0.21 0.09
Se -5.281 -1.416 0.940 0.12 0.18 -0.84
C -3.971 -4.207 -1.269 0.27 0.02 0.17
Se -3.304 -2.481 -1.917 -0.33 0.56 -0.03
H -1.919 -3.461 1.473 0.16 0.15 -0.04
H -4.336 -3.830 2.117 0.02 0.06 0.10
H -3.447 -5.207 1.436 0.17 0.01 -0.06
H -5.999 -5.647 1.102 -0.01 -0.02 0.04
H -4.796 -6.384 0.033 -0.04 -0.05 -0.05
H -7.105 -5.054 -0.907 -0.06 0.07 0.07
H -6.703 -3.412 0.638 0.02 -0.03 0.02
H -6.114 -2.826 -0.926 -0.08 -0.09 -0.07
H -4.608 -4.579 -2.065 -0.10 -0.01 -0.12
H -3.107 -4.863 -1.177 -0.04 -0.07 0.03
```
Forces are in eV/Å.

Results
- energy above the lowest of the compared OMol25 structures with the same formula, charge and spin (kcal per mole) = 0.2
- F_max (eV/Å) = 2.53
- multiplicity = 1
- highest occupied orbital energy (spin up / spin down) (eV) = -7.41 / -7.41
- total charge = 0
- Kohn-Sham gap (spin up / spin down) (eV) = 6.31 / 6.31